#A
A 3-piece molecular cluster, C4H16N2O2 overall. Source: the OMol25 dataset; level of theory: ωB97M-V/def2-TZVPD.

Structure (ORCA input):
```
! RIJCOSX wB97M-V def2-TZVPD def2/J DEFGRID3
* xyz 0 1
H 1.03961 3.88105 -1.25742
H -0.05078 2.90344 -1.84224
H 2.36618 -0.77277 -0.97120
H -0.31377 0.82430 3.11726
H -1.32478 -2.18878 -2.30901
H 1.20145 0.52786 1.39086
C 1.38025 -0.39122 0.83872
H 1.67646 0.66551 -0.87722
H -0.57937 -1.04419 1.42446
H -2.11563 0.24002 -0.81612
N -0.40263 -1.07138 -0.77057
N 2.15697 -0.02531 -0.32284
H -0.63713 0.99893 -0.45997
C 0.10349 -1.25240 0.58687
C -1.04409 0.18429 -1.06267
O 0.43829 3.16625 -1.05918
H -0.56467 2.20741 3.55873
H 0.31158 -2.32174 0.57586
O -0.19750 1.37003 3.88563
C -1.25780 -2.14638 -1.21749
H 2.02490 -0.98672 1.49245
H -2.30609 -2.10940 -0.88405
H -0.98729 0.47914 -2.11187
H -0.91763 -3.13795 -0.90899
*
```

HOMO energy	-0.3176	hartree
structure (SMILES)	CN(C)CCN.O.O
gap between HOMO and LUMO	9.20	eV

Partial charges, natural (NBO), in e: number 1, H, carries 0.48; number 2, H, carries 0.48; number 3, H, carries 0.36; number 4, H, carries 0.46; number 5, H, carries 0.20; number 6, H, carries 0.19; number 7, C, carries -0.23; number 8, H, carries 0.36; number 9, H, carries 0.16; number 10, H, carries 0.17; number 11, N, carries -0.45; number 12, N, carries -0.83; number 13, H, carries 0.21; number 14, C, carries -0.23; number 15, C, carries -0.43; number 16, O, carries -0.95; number 17, H, carries 0.47; number 18, H, carries 0.19; number 19, O, carries -0.93; number 20, C, carries -0.41; number 21, H, carries 0.19; number 22, H, carries 0.16; number 23, H, carries 0.19; number 24, H, carries 0.20

***

#B
A 3-piece molecular cluster, C4H16N2O2 overall. Source: the OMol25 dataset; level of theory: ωB97M-V/def2-TZVPD.

Structure (ORCA input):
```
! RIJCOSX wB97M-V def2-TZVPD def2/J DEFGRID3
* xyz 0 1
O -3.56045 2.17445 -3.11336
H -2.74310 2.17828 -3.62460
H 0.98723 0.98477 0.05055
H -0.09909 -1.16401 2.17591
H -2.13047 1.87300 -1.13061
H -0.24563 -0.01865 0.51105
H 1.45217 -2.99618 1.33497
H -3.68810 1.30787 -2.69636
H 0.92078 -0.95720 3.79016
C 0.68288 -0.06240 -0.07184
C 0.68622 -0.64371 2.74406
H 2.66999 -1.13366 2.42349
H 2.32132 -3.10784 0.01218
H 0.58012 -2.66978 -0.17341
C 1.77522 -1.02102 0.55566
H 0.41068 -1.27335 -1.79189
H 0.30361 0.32233 3.09772
H 1.15077 0.06791 -2.14728
O -2.34206 2.22477 -0.26938
N 0.51819 -0.32366 -1.46494
H -2.45949 3.17540 -0.24242
N 1.94364 -0.55123 2.02064
C 1.50580 -2.45552 0.34828
H 2.70128 -0.64999 0.10796
*
```

HOMO energy	-0.3164	hartree
structure (SMILES)	CN[C@@H](C)CN.O.O
gap between HOMO and LUMO	9.31	eV

Partial charges, natural (NBO), in e: number 1, O, carries -0.95; number 2, H, carries 0.47; number 3, H, carries 0.21; number 4, H, carries 0.19; number 5, H, carries 0.48; number 6, H, carries 0.20; number 7, H, carries 0.22; number 8, H, carries 0.48; number 9, H, carries 0.20; number 10, C, carries -0.23; number 11, C, carries -0.45; number 12, H, carries 0.35; number 13, H, carries 0.23; number 14, H, carries 0.21; number 15, C, carries -0.08; number 16, H, carries 0.36; number 17, H, carries 0.19; number 18, H, carries 0.37; number 19, O, carries -0.96; number 20, N, carries -0.87; number 21, H, carries 0.48; number 22, N, carries -0.63; number 23, C, carries -0.67; number 24, H, carries 0.20

***

It is #A that is the most stable of them.

***

#A
A 2-piece molecular cluster, C5H13NO overall. Source: the OMol25 dataset; level of theory: ωB97M-V/def2-TZVPD.

Structure (ORCA input):
```
! RIJCOSX wB97M-V def2-TZVPD def2/J DEFGRID3
* xyz 1 2
H -0.42611 -2.60354 1.46208
H 1.29251 -1.38927 0.08477
O -1.17057 1.84765 -3.09014
C -1.31127 -1.18245 2.90310
H -0.72919 1.11729 -2.66215
H 2.46612 1.39053 -0.62542
H -0.62983 2.63729 -2.99527
H 0.00368 -1.71033 -1.14445
C 0.47145 -0.91500 -0.52507
H -1.95829 -1.84982 3.43694
N 0.83557 0.23982 -1.26500
H -0.41375 0.35428 0.86218
H 1.36013 2.21453 -1.77010
H -1.82132 -0.25723 2.69383
H -0.41129 -0.92113 3.46919
C 1.42571 1.54250 -0.91474
C -0.77181 -1.59169 1.56480
H 1.38860 -0.17827 -2.02771
C -0.51981 -0.68720 0.58761
H 0.91947 1.94202 -0.04446
*
```

HOMO energy (alpha / beta)	-0.5366 / -0.5115	hartree
gap between HOMO and LUMO (alpha / beta)	10.96 / 5.65	eV

Partial charges, natural (NBO), in e: number 1, H, carries 0.21; number 2, H, carries 0.32; number 3, O, carries -0.92; number 4, C, carries -0.66; number 5, H, carries 0.46; number 6, H, carries 0.24; number 7, H, carries 0.47; number 8, H, carries 0.28; number 9, C, carries -0.31; number 10, H, carries 0.26; number 11, N, carries -0.38; number 12, H, carries 0.21; number 13, H, carries 0.25; number 14, H, carries 0.23; number 15, H, carries 0.26; number 16, C, carries -0.43; number 17, C, carries 0.03; number 18, H, carries 0.40; number 19, C, carries -0.15; number 20, H, carries 0.23

***

#B
A 2-piece molecular cluster, C5H13NO overall. Source: the OMol25 dataset; level of theory: ωB97M-V/def2-TZVPD.

Structure (ORCA input):
```
! RIJCOSX wB97M-V def2-TZVPD def2/J DEFGRID3
* xyz 1 2
H -3.98890 0.77159 0.47168
H -2.87273 1.46116 1.73631
H 0.10126 0.05377 1.28670
C -1.59837 0.94015 0.15757
C 2.39149 1.47659 0.21894
H 1.80249 2.39907 0.25375
H 2.67822 -0.15604 -1.00709
H 0.24869 -3.27959 -0.50313
C -0.44718 0.19386 0.31493
H 0.51124 -1.14939 -1.07280
C 0.52145 -0.02244 -0.98133
H 2.20670 1.45417 1.25617
H -1.40018 1.60262 -0.61001
H 0.14506 0.39813 -1.97966
C -2.93810 0.74887 0.97792
O -0.01155 -4.06613 -0.95260
N 1.94121 0.44973 -0.70949
H -2.69581 -0.28779 1.44113
H 3.39574 1.73209 -0.00815
H 0.00927 -4.72043 -0.29084
*
```

HOMO energy (alpha / beta)	-0.4993 / -0.4892	hartree
gap between HOMO and LUMO (alpha / beta)	10.11 / 5.63	eV

Partial charges, natural (NBO), in e: number 1, H, carries 0.28; number 2, H, carries 0.24; number 3, H, carries 0.23; number 4, C, carries -0.03; number 5, C, carries -0.50; number 6, H, carries 0.27; number 7, H, carries 0.41; number 8, H, carries 0.44; number 9, C, carries -0.25; number 10, H, carries 0.26; number 11, C, carries -0.31; number 12, H, carries 0.28; number 13, H, carries 0.20; number 14, H, carries 0.29; number 15, C, carries -0.66; number 16, O, carries -0.92; number 17, N, carries -0.20; number 18, H, carries 0.23; number 19, H, carries 0.25; number 20, H, carries 0.48

***

It is #A that is the most stable of them.

***

#A
A 3-piece molecular cluster, C3H5IN2 overall. Source: the OMol25 dataset; level of theory: ωB97M-V/def2-TZVPD.

Structure (ORCA input):
```
! RIJCOSX wB97M-V def2-TZVPD def2/J DEFGRID3
* xyz 0 1
I -3.08521 1.62549 -1.43265
C 0.13032 1.41173 -0.74966
C -0.27174 0.06031 -0.16583
H -0.13323 -0.64483 3.59881
H -0.24069 -2.05274 -0.57193
H 0.82692 2.25229 -0.92516
N 1.49870 -1.49607 -0.67129
N 0.23820 -1.16177 -0.59472
H 0.25234 -0.45717 2.87640
H 1.96102 -0.58459 -0.63753
C -1.17662 1.04737 -0.72643
*
```

HOMO energy (alpha / beta)	-0.2699 / -0.2797	hartree
gap between HOMO and LUMO (alpha / beta)	7.26 / 7.54	eV

Partial charges, natural (NBO), in e: number 1, I, carries 0.22; number 2, C, carries -0.23; number 3, C, carries -0.01; number 4, H, carries -0.01; number 5, H, carries 0.41; number 6, H, carries 0.25; number 7, N, carries -0.48; number 8, N, carries -0.28; number 9, H, carries 0.00; number 10, H, carries 0.29; number 11, C, carries -0.16

***

#B
A 2-piece molecular cluster, C3H5IN2 overall. Source: the OMol25 dataset; level of theory: ωB97M-V/def2-TZVPD.

Structure (ORCA input):
```
! RIJCOSX wB97M-V def2-TZVPD def2/J DEFGRID3
* xyz 0 1
N 0.41856 -1.11681 2.27286
H -1.66472 1.61242 -1.37814
H 0.49649 -0.70288 3.16710
N -1.32479 1.01677 -0.58412
H -1.91720 0.21539 -0.50309
C -0.23114 -1.38181 1.35193
C 0.71405 -0.36988 -0.84660
H 0.44768 1.75199 -1.10892
H 0.23073 -1.36345 -0.82248
C 0.05096 0.81998 -0.91869
I 2.77939 -0.48173 -0.62987
*
```

HOMO energy	-0.2954	hartree
gap between HOMO and LUMO	8.75	eV

Partial charges, natural (NBO), in e: number 1, N, carries -0.73; number 2, H, carries 0.37; number 3, H, carries 0.44; number 4, N, carries -0.80; number 5, H, carries 0.38; number 6, C, carries 0.29; number 7, C, carries -0.47; number 8, H, carries 0.19; number 9, H, carries 0.25; number 10, C, carries -0.02; number 11, I, carries 0.12

***

It is #B that is the most stable of them.